{"formula": "C20H14Cl48F3N2O4", "method": "ωB97M-V with the def2-TZVPD basis set", "total_charge": -1, "orbital_gap_ev": 5.81, "symbols": ["C", "C", "O", "C", "N", "C", "C", "O", "C", "N", "C", "O", "O", "C", "F", "F", "F", "H", "H", "H", "H", "H", "H", "H", "H", "H", "H", "H", "H", "H", "H", "C", "Cl", "Cl", "Cl", "Cl", "C", "Cl", "Cl", "Cl", "Cl", "C", "Cl", "Cl", "Cl", "Cl", "C", "Cl", "Cl", "Cl", "Cl", "C", "Cl", "Cl", "Cl", "Cl", "C", "Cl", "Cl", "Cl", "Cl", "C", "Cl", "Cl", "Cl", "Cl", "C", "Cl", "Cl", "Cl", "Cl", "C", "Cl", "Cl", "Cl", "Cl", "C", "Cl", "Cl", "Cl", "Cl", "C", "Cl", "Cl", "Cl", "Cl", "C", "Cl", "Cl", "Cl", "Cl"], "xyz": [[-4.670, 2.799, -4.826], [-3.303, 2.901, -3.970], [-2.774, 1.577, -3.741], [-2.142, 3.743, -4.736], [-0.825, 3.417, -4.083], [-0.727, 4.093, -2.753], [-0.053, 3.197, -1.593], [-0.486, 1.817, -1.561], [-1.246, 1.513, -0.384], [-2.513, 2.316, -0.264], [-1.748, -0.040, -0.568], [-2.890, -0.451, -0.159], [-0.835, -0.890, -1.158], [-0.409, 1.538, 0.986], [0.917, 1.003, 0.768], [-1.070, 0.617, 1.878], [-0.397, 2.784, 1.665], [-4.823, 3.738, -5.483], [-5.528, 2.683, -4.061], [-4.674, 1.880, -5.509], [-3.540, 3.448, -2.979], [-2.488, 1.230, -4.622], [-2.102, 3.453, -5.849], [-2.326, 4.881, -4.631], [-0.077, 3.840, -4.659], [-0.047, 5.026, -2.878], [-1.718, 4.485, -2.338], [-0.218, 3.767, -0.608], [1.088, 3.199, -1.787], [-3.054, 2.187, -1.141], [-3.062, 1.984, 0.550], [-6.263, 0.263, -1.490], [-5.762, -0.358, 0.092], [-5.132, -0.305, -2.734], [-7.906, -0.318, -1.862], [-6.259, 2.042, -1.456], [-7.130, -4.024, -3.452], [-5.815, -3.907, -4.641], [-8.646, -3.455, -4.186], [-7.318, -5.717, -2.942], [-6.743, -3.019, -2.042], [1.927, -2.254, -2.971], [3.459, -2.493, -3.848], [1.414, -3.794, -2.247], [2.159, -1.047, -1.694], [0.679, -1.687, -4.102], [3.457, -1.628, -8.001], [3.582, -0.900, -9.618], [2.743, -0.454, -6.876], [2.427, -3.073, -8.081], [5.076, -2.086, -7.430], [1.830, 1.970, 4.656], [1.639, 1.240, 3.050], [2.949, 3.350, 4.551], [0.250, 2.529, 5.244], [2.486, 0.761, 5.784], [1.120, -3.301, 7.016], [2.115, -2.151, 7.937], [0.675, -2.582, 5.455], [2.046, -4.792, 6.740], [-0.353, -3.678, 7.936], [6.427, -0.975, 6.699], [6.637, 0.785, 6.573], [6.746, -1.724, 5.120], [7.563, -1.622, 7.903], [4.761, -1.338, 7.200], [8.596, -4.695, -7.793], [8.720, -3.966, -9.409], [7.883, -3.521, -6.667], [7.566, -6.140, -7.872], [10.216, -5.153, -7.224], [-0.947, 6.282, 3.683], [-0.824, 7.012, 2.067], [-1.636, 7.466, 4.817], [-1.998, 4.853, 3.608], [0.671, 5.802, 4.240], [4.424, -7.801, 5.282], [4.634, -6.041, 5.160], [4.751, -8.547, 3.703], [5.555, -8.450, 6.489], [2.757, -8.166, 5.775], [-10.800, -1.672, 0.631], [-10.127, -0.439, 1.719], [-9.490, -2.394, -0.326], [-11.600, -2.936, 1.592], [-11.984, -0.918, -0.459], [8.906, 2.287, 9.838], [8.971, 3.887, 10.608], [9.898, 1.142, 10.767], [7.225, 1.716, 9.798], [9.533, 2.402, 8.179]], "mulliken_charge": [-1.056, 0.437, -0.318, -0.843, -0.207, -0.498, -0.477, -0.125, 1.028, -0.631, -0.185, -0.584, -0.616, 0.546, -0.386, -0.267, -0.091, 0.347, 0.116, 0.227, 0.150, 0.265, 0.319, 0.333, 0.289, 0.308, 0.240, 0.116, 0.308, 0.054, 0.341, 0.165, -0.011, 0.035, -0.050, -0.158, 0.289, -0.096, -0.113, -0.107, -0.014, 0.229, -0.100, -0.124, -0.015, -0.082, 0.271, -0.118, -0.027, -0.095, -0.022, 0.144, 0.137, -0.152, -0.095, 0.073, 0.286, -0.100, -0.055, -0.010, -0.105, 0.201, -0.072, -0.095, -0.094, 0.035, 0.352, -0.101, -0.067, -0.095, -0.104, 0.277, -0.101, -0.115, -0.065, -0.047, 0.343, -0.059, -0.096, -0.100, -0.102, 0.276, -0.089, 0.032, -0.116, -0.112, 0.337, -0.100, -0.101, -0.054, -0.087]}

{"formula": "CH7N3O", "method": "ωB97M-V with the def2-TZVPD basis set", "total_charge": 0, "orbital_gap_ev": 9.40, "smiles": "N=C(N)N.O", "symbols": ["N", "C", "N", "N", "H", "H", "H", "H", "H", "H", "H", "O"], "xyz": [[1.749, 0.336, 1.052], [0.544, 0.121, 0.366], [-0.251, 1.220, 0.124], [0.302, -1.090, -0.077], [2.329, -0.495, 1.174], [2.316, 0.984, 0.561], [0.120, 2.110, 0.385], [-1.136, 1.086, -0.356], [0.340, -1.783, 0.662], [-1.161, -0.935, -0.967], [-2.392, -1.134, -1.785], [-2.034, -0.478, -1.195]], "mulliken_charge": [-0.601, 0.533, -0.341, -0.784, 0.273, 0.236, 0.190, 0.280, 0.187, 0.438, 0.337, -0.749]}

{"formula": "C5H6N2O", "method": "ωB97M-V with the def2-TZVPD basis set", "total_charge": 0, "orbital_gap_ev": 9.95, "smiles": "[H]/N=C(/C#C)NCC=O", "symbols": ["C", "C", "C", "C", "C", "H", "H", "H", "H", "H", "H", "N", "N", "O"], "xyz": [[0.020, 1.011, 0.944], [-1.073, -0.915, -0.438], [-0.198, -1.029, -1.657], [1.331, 0.354, 0.946], [2.354, -0.287, 0.892], [-0.950, 2.530, 1.280], [-1.653, 1.256, -0.297], [-2.138, -1.251, -0.578], [-0.530, -1.405, 0.366], [0.508, -0.169, -2.110], [3.266, -0.701, 1.354], [-0.024, 2.104, 1.707], [-0.907, 0.570, -0.115], [-0.005, -2.069, -2.294]], "mulliken_charge": [0.013, -0.409, 0.044, -0.273, 0.243, 0.226, 0.188, 0.331, 0.283, 0.312, 0.349, -0.624, -0.194, -0.489]}

{"formula": "C11H20Cl2N2O2PRu", "method": "ωB97M-V with the def2-TZVPD basis set", "total_charge": 3, "orbital_gap_ev": [7.66, 5.94], "spin_multiplicity": 5, "symbols": ["C", "C", "H", "H", "H", "O", "Cl", "Ru", "P", "C", "C", "H", "H", "H", "C", "H", "H", "H", "H", "H", "H", "C", "O", "Cl", "C", "C", "C", "C", "N", "N", "C", "H", "H", "H", "H", "H", "H", "H", "H"], "xyz": [[-0.633, -3.069, -3.343], [-0.735, -1.937, -2.366], [-1.654, -3.368, -3.729], [-0.193, -3.970, -2.866], [0.066, -2.908, -4.220], [-1.660, -1.534, -1.698], [2.726, -0.926, -1.432], [0.647, -0.713, -0.657], [0.278, 0.992, -2.160], [-1.309, 1.959, -2.015], [1.417, 2.445, -2.002], [1.358, 0.216, -4.189], [0.538, 1.751, -4.540], [-0.408, 0.259, -4.444], [0.441, 0.788, -3.994], [2.423, 2.061, -2.164], [1.235, 3.304, -2.670], [-1.418, 2.801, -2.718], [-1.349, 2.383, -1.000], [1.343, 2.774, -0.957], [-2.169, 1.298, -2.142], [-0.913, -0.133, 0.128], [-1.862, 0.247, 0.702], [1.622, 1.021, 0.809], [2.307, -2.021, 4.480], [1.329, -2.205, 3.410], [0.252, -3.081, 3.223], [-0.294, -2.787, 1.955], [0.462, -1.846, 1.359], [1.402, -1.507, 2.259], [-1.495, -3.363, 1.353], [1.832, -1.748, 5.427], [2.908, -2.918, 4.657], [3.018, -1.223, 4.232], [-0.089, -3.857, 3.893], [1.955, -0.641, 2.126], [-1.594, -4.366, 1.789], [-2.384, -2.752, 1.589], [-1.449, -3.459, 0.263]], "lowdin_spin": [0.074, 0.255, 0.011, -0.001, -0.002, 0.403, 0.564, 1.336, 0.019, -0.004, 0.004, 0.001, 0.002, 0.000, 0.016, 0.002, 0.000, -0.001, 0.000, 0.000, 0.000, 0.042, 0.044, 0.169, 0.031, 0.167, 0.461, 0.084, 0.205, 0.065, 0.006, 0.011, 0.013, 0.000, 0.014, 0.001, 0.000, 0.003, 0.002]}

{"formula": "C34H50MnN3O3PS3", "method": "ωB97M-V with the def2-TZVPD basis set", "total_charge": -2, "orbital_gap_ev": [5.30, 5.52], "spin_multiplicity": 6, "symbols": ["Mn", "C", "C", "C", "C", "C", "C", "C", "C", "C", "C", "C", "C", "N", "C", "C", "N", "C", "C", "C", "C", "C", "C", "C", "C", "C", "C", "C", "C", "H", "H", "H", "H", "H", "H", "H", "H", "H", "H", "H", "H", "H", "H", "H", "H", "H", "H", "H", "H", "H", "H", "H", "H", "H", "H", "H", "H", "H", "H", "H", "H", "H", "H", "H", "H", "O", "C", "C", "C", "C", "O", "P", "S", "S", "O", "C", "C", "C", "H", "H", "H", "H", "H", "H", "H", "H", "H", "H", "H", "H", "H", "H", "S", "C", "N"], "xyz": [[0.161, -0.344, -0.072], [-0.498, -1.007, -4.920], [-0.785, -0.323, -3.581], [-0.455, 1.166, -3.672], [-2.207, -0.535, -3.106], [-3.248, -0.258, -3.983], [-4.569, -0.455, -3.626], [-4.843, -0.913, -2.350], [-3.838, -1.186, -1.424], [-4.338, -1.585, -0.038], [-3.587, -0.937, 1.120], [-4.492, -3.094, 0.198], [-2.478, -1.014, -1.799], [-1.411, -1.314, -0.940], [-1.343, -2.647, -0.537], [-0.428, -3.038, 0.379], [0.484, -2.115, 0.914], [1.154, -2.620, 2.046], [0.437, -2.880, 3.240], [1.071, -3.453, 4.335], [2.421, -3.754, 4.303], [3.137, -3.468, 3.153], [2.537, -2.917, 2.023], [3.446, -2.642, 0.836], [2.937, -3.124, -0.522], [3.862, -1.171, 0.816], [-1.024, -2.498, 3.365], [-1.937, -3.718, 3.476], [-1.254, -1.543, 4.536], [0.569, -0.938, -5.142], [-1.038, -0.526, -5.741], [-0.783, -2.061, -4.903], [-0.136, -0.781, -2.837], [-1.135, 1.658, -4.377], [0.570, 1.314, -4.022], [-0.554, 1.673, -2.712], [-3.011, 0.116, -4.973], [-5.371, -0.236, -4.323], [-5.875, -1.046, -2.039], [-5.355, -1.177, -0.001], [-2.604, -1.384, 1.239], [-4.146, -1.076, 2.051], [-3.466, 0.135, 0.957], [-3.542, -3.549, 0.475], [-4.871, -3.600, -0.694], [-5.200, -3.267, 1.014], [-2.001, -3.365, -1.015], [-0.342, -4.081, 0.673], [0.494, -3.651, 5.233], [2.912, -4.199, 5.162], [4.199, -3.690, 3.111], [4.357, -3.221, 1.040], [2.125, -2.511, -0.900], [2.568, -4.151, -0.456], [3.756, -3.095, -1.247], [2.993, -0.518, 0.756], [4.490, -0.948, -0.052], [4.412, -0.918, 1.727], [-1.285, -1.984, 2.444], [-1.762, -4.266, 4.408], [-1.771, -4.402, 2.642], [-2.988, -3.414, 3.457], [-1.050, -2.039, 5.491], [-2.288, -1.192, 4.556], [-0.603, -0.670, 4.474], [-1.268, 1.142, 2.460], [-0.677, 0.768, 1.602], [3.344, 3.084, -0.931], [3.118, 3.623, 0.470], [2.910, 2.506, 1.478], [2.058, 4.599, 0.409], [0.492, 4.414, 0.797], [0.209, 4.313, 2.735], [-0.337, 3.010, -0.338], [-0.013, 5.882, 0.341], [0.274, 6.593, -0.875], [1.506, 7.460, -0.656], [0.380, 5.759, -2.139], [4.181, 2.384, -0.964], [3.548, 3.905, -1.622], [2.451, 2.555, -1.265], [3.984, 4.211, 0.790], [2.105, 1.849, 1.152], [2.672, 2.895, 2.467], [3.830, 1.919, 1.528], [-0.598, 7.246, -0.986], [2.387, 6.827, -0.542], [1.388, 8.052, 0.253], [1.656, 8.134, -1.503], [1.217, 5.065, -2.104], [0.538, 6.449, -2.976], [-0.523, 5.181, -2.318], [3.714, 0.319, -3.340], [2.550, 0.194, -2.194], [1.727, 0.106, -1.372]], "lowdin_spin": [4.527, 0.000, 0.002, 0.002, 0.006, 0.000, 0.006, 0.000, 0.007, 0.001, 0.000, 0.001, 0.013, 0.077, 0.012, 0.014, 0.085, 0.013, 0.007, 0.000, 0.006, 0.000, 0.006, 0.001, 0.000, 0.003, 0.000, 0.000, 0.000, 0.000, 0.000, 0.000, 0.002, 0.000, 0.000, 0.001, 0.000, 0.001, 0.000, 0.000, 0.000, 0.000, 0.000, 0.000, 0.000, 0.000, 0.001, 0.001, 0.000, 0.001, 0.000, 0.000, 0.000, 0.000, 0.000, 0.004, 0.000, 0.000, 0.000, 0.000, 0.000, 0.000, 0.000, 0.000, 0.000, 0.015, 0.057, 0.000, 0.000, 0.002, 0.000, 0.005, 0.001, 0.028, 0.003, 0.000, 0.000, 0.001, 0.000, 0.000, 0.000, 0.000, 0.004, 0.000, 0.000, 0.000, 0.000, 0.000, 0.000, 0.000, 0.000, 0.000, 0.026, 0.028, 0.030]}

Which formula does entry 3 have? C5H6N2O